Arrangement a

The ion C7H16N3O2 with charge +1. Source: the Open Molecules 2025 dataset; level of theory: ωB97M-V with the def2-TZVPD basis set.

Geometry (Å):
C1 3.65915 -1.05874 -0.05058
C2 2.91440 0.34081 -0.24629
O1 1.52318 0.18073 -0.59497
C3 0.70356 1.20372 -0.03587
C4 -0.53786 1.60117 -0.92338
C5 -1.61727 0.45884 -1.12961
N1 -2.62311 0.44507 0.00423
C6 -2.11322 -0.37749 1.05002
N2 -1.88578 0.16146 2.26720
N3 -1.85000 -1.74230 0.71831
C7 -1.81947 -1.85162 -0.77034
O2 -1.07876 -0.81868 -1.40903
H1 2.94838 -1.92566 0.01265
H2 4.23187 -1.02682 0.92245
H3 4.42772 -1.22221 -0.85786
H4 3.42027 0.93466 -1.06568
H5 2.93676 0.88591 0.75143
H6 1.35184 2.13749 0.03809
H7 0.43266 0.96032 1.04548
H8 -0.22180 2.06571 -1.90724
H9 -1.07059 2.44062 -0.36857
H10 -2.21876 0.75881 -2.04789
H11 -2.80597 1.38774 0.35148
H12 -0.94938 0.14258 2.66865
H13 -2.66270 0.63850 2.72660
H14 -0.91296 -1.98798 1.06912
H15 -1.33469 -2.85048 -0.99360
H16 -2.84747 -1.88214 -1.22476

Summary:
HOMO: -0.475 Ha
LUMO: -4.62 eV
net charge: +1
SMILES: CCOCC[C@@H]1NC(N)=[NH+]CO1

These are the natural (NBO) partial charges, in e, on atoms 1 to 5: C -0.644; C -0.069; O -0.561; C -0.067; C -0.452

Arrangement b

The ion C7H16N3O2 with charge +1. Source: the Open Molecules 2025 dataset; level of theory: ωB97M-V with the def2-TZVPD basis set.

Geometry (Å):
C1 0.44111 -2.50138 0.12892
N1 -0.33110 -1.29443 -0.32234
C2 -1.62172 -1.15106 0.21435
C3 -2.36560 0.11459 -0.27867
C4 -1.44125 1.23977 0.23429
N2 -0.07698 1.24626 -0.37954
C5 0.45582 2.56129 -0.01392
C6 0.65854 0.12188 0.24430
O1 0.58086 0.18646 1.58259
C7 2.12174 -0.07582 -0.25370
N3 2.19056 -0.38543 -1.55820
O2 2.99998 0.10031 0.56030
H1 -0.05102 -3.44442 0.06017
H2 1.33285 -2.66424 -0.28876
H3 0.53711 -2.54306 1.30507
H4 -1.45109 -1.13502 1.26259
H5 -2.33082 -1.92191 -0.05042
H6 -2.41230 0.09764 -1.31325
H7 -3.28751 0.05298 0.10495
H8 -1.80994 2.16812 0.00227
H9 -1.40743 0.98130 1.22167
H10 -0.23539 0.95098 -1.31717
H11 -0.14808 3.27916 -0.35460
H12 0.53374 2.75465 1.01003
H13 1.40887 2.66128 -0.32048
H14 1.26630 -0.05744 2.15221
H15 1.31435 -0.79460 -1.77941
H16 3.12837 -0.54789 -1.85327

Summary:
HOMO: -0.481 Ha
LUMO: -2.59 eV
net charge: +1
SMILES: CN1CCC[N@@H+](C)[C@]1(O)C(N)=O

These are the natural (NBO) partial charges, in e, on atoms 1 to 5: C -0.444; N -0.466; C -0.250; C -0.397; C -0.216

Arrangement c

The ion C7H16N3O2 with charge +1. Source: the Open Molecules 2025 dataset; level of theory: ωB97M-V with the def2-TZVPD basis set.

Geometry (Å):
C1 1.54581 -0.11626 -0.49721
C2 0.22498 1.89140 0.00941
C3 -0.62876 1.25916 1.13792
C4 -2.11124 -0.42029 0.27576
C5 -3.36216 -0.59878 -0.48341
C6 -1.30326 -1.57401 0.62208
C7 3.64597 -0.65023 0.61020
N1 0.69173 0.90852 -0.93524
N2 2.63085 0.29271 0.17996
N3 -0.39150 0.44725 -1.77587
O1 1.26310 -1.28922 -0.71096
O2 -1.84624 0.79036 0.57643
H1 -0.38679 2.61326 -0.53628
H2 1.06707 2.41069 0.46458
H3 -0.06385 0.46507 1.63424
H4 -0.90640 2.03244 1.85787
H5 -4.01388 -1.32465 0.00109
H6 -3.11562 -1.00348 -1.46594
H7 -3.88417 0.34608 -0.60991
H8 -0.90528 -1.52342 1.63412
H9 -0.39668 -1.61349 -0.03017
H10 -1.83493 -2.50731 0.47405
H11 3.18585 -1.63058 0.71036
H12 4.45897 -0.71648 -0.11387
H13 4.04501 -0.33085 1.57232
H14 2.92086 1.25381 0.09830
H15 -0.11157 -0.47735 -2.11372
H16 -0.41786 1.06565 -2.58611

Summary:
HOMO: -0.457 Ha
LUMO: -4.05 eV
net charge: +1

These are the natural (NBO) partial charges, in e, on atoms 1 to 5: C 0.775; C -0.236; C -0.104; C 0.779; C -0.721

Which structure loses on stability? arrangement b does.

Arrangement a

A structure of composition C33H33BrCl2IrN3OP. Source: the Open Molecules 2025 dataset; level of theory: ωB97M-V with the def2-TZVPD basis set.

Geometry (Å):
Ir1 0.33019 1.02847 -0.04604
Br1 -7.29562 1.16760 -1.23815
C1 -5.57052 1.53938 -0.88570
C2 -5.02407 2.78748 -1.30077
C3 -3.71483 3.06673 -1.02581
C4 -2.91296 2.12142 -0.34098
C5 -3.44602 0.86521 0.02797
C6 -4.75831 0.57673 -0.21741
N1 -1.58083 2.42774 -0.00996
C7 -1.30978 3.60316 0.43831
C8 0.05334 4.00377 0.69852
C9 0.34857 5.27976 1.13095
C10 1.68592 5.64408 1.30722
C11 2.66543 4.71273 1.03080
C12 2.28958 3.43181 0.62279
N2 1.01719 3.07355 0.46756
H1 -5.64272 3.50585 -1.82452
H2 -3.29184 4.00998 -1.34879
H3 -2.81117 0.15030 0.53644
H4 -5.19055 -0.36312 0.10104
H5 -2.09846 4.32504 0.64648
H6 -0.44837 5.98711 1.32475
H7 1.94491 6.63854 1.64819
H8 3.71550 4.95340 1.13241
H9 3.04201 2.67931 0.42729
Cl1 2.31724 0.59508 2.16451
C13 1.15239 0.93551 3.45984
Cl2 -0.45221 1.19720 2.72887
H10 1.45013 1.83828 3.98047
H11 1.10141 0.07956 4.12525
N3 -0.70666 0.15413 -1.72586
C14 -1.38090 -1.12965 -1.58655
C15 -2.43835 -1.48282 -2.40187
C16 -3.00410 -2.74667 -2.25705
C17 -2.54234 -3.61491 -1.27348
C18 -1.50713 -3.22416 -0.43174
C19 -0.91953 -1.97431 -0.61056
P1 0.44548 -1.34114 0.36178
C20 0.20178 -2.00147 1.99757
C21 1.28250 -2.58429 2.67232
C22 1.08466 -3.14105 3.92633
C23 -0.16438 -3.07277 4.53154
C24 -1.23761 -2.47593 3.87073
C25 -1.05553 -1.93321 2.61399
C26 1.94336 -2.06728 -0.30879
C27 1.93694 -3.41829 -0.66604
C28 3.11818 -4.01804 -1.07463
C29 4.28330 -3.26827 -1.18932
C30 4.29629 -1.92894 -0.82045
C31 3.12154 -1.32194 -0.40450
H12 -1.29266 0.81477 -2.23223
H13 0.15246 0.04480 -2.26999
H14 -2.78783 -0.80859 -3.17753
H15 -3.80559 -3.05317 -2.91633
H16 -2.99156 -4.59248 -1.15907
H17 -1.18556 -3.87479 0.37180
H18 2.25971 -2.62798 2.20835
H19 1.90079 -3.64772 4.42438
H20 -0.30762 -3.49127 5.51945
H21 -2.20901 -2.43829 4.34554
H22 -1.88801 -1.45602 2.10974
H23 1.03457 -4.01228 -0.61370
H24 3.12385 -5.07550 -1.30291
H25 5.17287 -3.72039 -1.60801
H26 5.21624 -1.36121 -0.87145
H27 3.12887 -0.27064 -0.14196
C32 1.99247 -0.39368 -3.55234
C33 2.61574 0.81415 -2.90424
O1 1.65804 1.49419 -1.99993
H28 2.70212 -0.80408 -4.27158
H29 1.09765 -0.12619 -4.12218
H30 1.77216 -1.18911 -2.83479
H31 2.90397 1.53427 -3.66900
H32 3.50451 0.54524 -2.33703
H33 1.90877 2.42532 -1.97992

Summary:
HOMO (spin up / spin down): -0.702 / -0.702 Ha
LUMO (spin up / spin down): -13.01 / -14.75 eV
<S²>: 0.781
net charge: +4
multiplicity: 2

These are the Mulliken partial charges, in e, on atoms 1 to 5: Ir 2.345; Br 0.233; C -0.002; C -0.685; C -0.363

Arrangement b

A structure of composition C33H33BrCl2IrN3OP. Source: the Open Molecules 2025 dataset; level of theory: ωB97M-V with the def2-TZVPD basis set.

Geometry (Å):
Ir1 1.52975 0.62133 -0.79593
Br1 -1.13435 2.90019 5.73114
C1 -0.07846 2.19253 4.37270
C2 1.28462 1.97803 4.59143
C3 2.07800 1.48921 3.57955
C4 1.52135 1.18514 2.32912
C5 0.15428 1.40554 2.12569
C6 -0.64222 1.90210 3.13080
N1 2.28861 0.75561 1.22651
C7 3.50631 0.36471 1.31706
C8 4.30242 0.16433 0.14300
C9 5.63931 -0.18393 0.20194
C10 6.37034 -0.25169 -0.98211
C11 5.73149 0.03317 -2.18177
C12 4.38204 0.35660 -2.16014
N2 3.68453 0.40604 -1.02201
H1 1.72490 2.21072 5.55164
H2 3.13743 1.37428 3.77207
H3 -0.27146 1.19493 1.14910
H4 -1.69602 2.08981 2.96786
H5 3.99335 0.21095 2.27379
H6 6.10616 -0.37815 1.16002
H7 7.42093 -0.51530 -0.96178
H8 6.26654 0.01933 -3.12258
H9 3.85553 0.56846 -3.08590
Cl1 1.92673 -2.04147 -0.88142
C13 1.95302 -2.05376 -2.66310
Cl2 1.28470 -0.50229 -3.22006
H10 1.33742 -2.86578 -3.03550
H11 2.98079 -2.14423 -2.99586
N3 -0.49952 1.57173 -1.32104
C14 -1.82854 1.46991 -0.69400
C15 -2.46007 2.67855 -0.42978
C16 -3.75939 2.71512 0.05124
C17 -4.44014 1.53830 0.30107
C18 -3.81473 0.32346 0.07414
C19 -2.50848 0.27174 -0.42126
P1 -1.82790 -1.38975 -0.69206
C20 -1.79564 -2.23290 0.87137
C21 -1.99917 -1.58711 2.10338
C22 -1.94090 -2.32304 3.27017
C23 -1.64477 -3.68711 3.23393
C24 -1.44880 -4.33788 2.01540
C25 -1.51267 -3.61721 0.84024
C26 -3.00790 -2.24796 -1.73356
C27 -3.00043 -2.01881 -3.12195
C28 -3.95846 -2.60027 -3.92089
C29 -4.90767 -3.45652 -3.35505
C30 -4.92840 -3.67476 -1.97729
C31 -3.96716 -3.11245 -1.16330
H12 -0.28298 2.56159 -1.39379
H13 -0.56043 1.22380 -2.27684
H14 -1.94915 3.61042 -0.65636
H15 -4.24951 3.66968 0.19718
H16 -5.45936 1.56177 0.66506
H17 -4.34681 -0.59824 0.27670
H18 -2.26361 -0.53835 2.13709
H19 -2.14741 -1.84117 4.21793
H20 -1.56765 -4.24885 4.15661
H21 -1.24769 -5.40063 1.98851
H22 -1.36812 -4.12062 -0.10995
H23 -2.24348 -1.38837 -3.57675
H24 -3.96807 -2.40357 -4.98450
H25 -5.62553 -3.95820 -3.99110
H26 -5.70865 -4.27715 -1.53066
H27 -3.98668 -3.30377 -0.09968
C32 2.63575 3.80662 0.08446
C33 2.04718 3.85442 -1.30629
O1 2.00539 2.51110 -1.94500
H28 2.87374 4.81615 0.42054
H29 3.56538 3.23038 0.08669
H30 1.92831 3.35943 0.78721
H31 2.63060 4.50819 -1.95410
H32 1.02313 4.22163 -1.29422
H33 2.87833 2.37425 -2.34475

Summary:
HOMO (spin up / spin down): -0.674 / -0.674 Ha
LUMO (spin up / spin down): -14.23 / -14.22 eV
<S²>: 0.768
net charge: +4
multiplicity: 2

These are the Mulliken partial charges, in e, on atoms 1 to 5: Ir 1.690; Br -0.034; C -0.433; C -0.924; C -0.933

Which structure loses on stability? arrangement b does.